Record 1
The following is a quantum chemistry calculation of a molecular structure, C59H54AsOP3ReS3, from the Open Molecules 2025 dataset.

Element x y z (Å)
Re -0.120 0.089 -0.648
S -2.112 1.682 -0.712
P -0.863 2.623 0.573
C 0.580 1.687 0.156
P 1.923 2.218 -0.845
S 1.681 0.671 -2.157
C 1.751 3.753 -1.764
C 0.852 3.806 -2.830
C 0.770 4.947 -3.604
C 1.578 6.040 -3.318
C 2.461 5.998 -2.250
C 2.553 4.855 -1.470
C 3.480 2.245 0.039
C 4.674 2.069 -0.657
C 5.878 2.147 0.023
C 5.886 2.393 1.390
C 4.694 2.555 2.082
C 3.488 2.477 1.408
C -1.240 2.363 2.315
C -0.620 1.332 3.016
C -0.962 1.090 4.338
C -1.925 1.873 4.957
C -2.543 2.903 4.260
C -2.202 3.152 2.942
C -0.766 4.396 0.339
C -0.016 5.134 1.256
C 0.122 6.498 1.088
C -0.495 7.126 0.012
C -1.246 6.394 -0.893
C -1.378 5.023 -0.738
H 0.231 2.948 -3.059
H 0.083 4.984 -4.438
H 1.521 6.925 -3.936
H 3.090 6.847 -2.030
H 3.251 4.825 -0.644
H 4.665 1.879 -1.723
H 6.808 2.016 -0.512
H 6.827 2.457 1.919
H 4.706 2.743 3.147
H 2.556 2.591 1.950
H 0.142 0.728 2.535
H -0.469 0.298 4.885
H -2.189 1.688 5.989
H -3.289 3.515 4.746
H -2.684 3.959 2.405
H 0.444 4.649 2.110
H 0.698 7.075 1.797
H -0.395 8.195 -0.114
H -1.729 6.889 -1.724
H -1.954 4.443 -1.447
C 0.800 -3.380 0.192
C 1.751 -4.571 0.156
As 1.174 -5.938 1.492
C 2.869 -6.871 1.698
C 3.769 -6.997 0.646
C 4.944 -7.715 0.813
C 5.227 -8.311 2.032
C 4.330 -8.193 3.084
C 3.155 -7.480 2.918
C 1.327 -4.760 3.057
C 0.235 -4.603 3.903
C 0.295 -3.742 4.992
C 1.455 -3.029 5.242
C 2.557 -3.188 4.410
C 2.494 -4.049 3.329
P 1.337 -1.914 -0.765
C 1.367 -2.517 -2.478
C 2.326 -3.398 -2.975
C 2.229 -3.880 -4.271
C 1.167 -3.503 -5.079
C 0.188 -2.653 -4.587
C 0.290 -2.167 -3.294
C 3.003 -1.614 -0.121
C 4.148 -1.534 -0.910
C 5.381 -1.305 -0.319
C 5.479 -1.135 1.053
C 4.338 -1.186 1.839
C 3.105 -1.425 1.257
H 0.671 -3.034 1.225
H -0.186 -3.666 -0.184
H 2.773 -4.270 0.397
H 1.750 -5.028 -0.833
H 3.563 -6.545 -0.317
H 5.637 -7.810 -0.012
H 6.144 -8.870 2.162
H 4.546 -8.659 4.035
H 2.464 -7.394 3.748
H -0.667 -5.183 3.737
H -0.554 -3.650 5.656
H 1.515 -2.373 6.100
H 3.475 -2.656 4.623
H 3.369 -4.185 2.702
H 3.146 -3.723 -2.350
H 2.983 -4.556 -4.649
H 1.098 -3.880 -6.090
H -0.650 -2.368 -5.207
H -0.503 -1.516 -2.930
H 4.083 -1.631 -1.985
H 6.267 -1.255 -0.938
H 6.442 -0.958 1.510
H 4.408 -1.046 2.910
H 2.223 -1.472 1.887
C -5.353 -6.338 -1.606
C -4.558 -5.264 -0.936
C -4.742 -3.922 -1.278
C -4.006 -2.922 -0.675
C -3.060 -3.274 0.283
C -2.850 -4.603 0.636
C -3.605 -5.589 0.027
S -2.068 -2.061 1.090
C -3.294 -1.070 1.939
O -1.673 -1.087 -0.076
H -6.211 -5.929 -2.136
H -5.709 -7.068 -0.880
H -4.733 -6.872 -2.329
H -5.478 -3.664 -2.027
H -4.151 -1.887 -0.954
H -2.095 -4.864 1.365
H -3.443 -6.625 0.296
H -4.073 -0.765 1.247
H -2.777 -0.204 2.349
H -3.703 -1.679 2.744

Its spin multiplicity is 2. Its total charge is +2. The calculation puts the orbital gap (alpha / beta) at 6.288 / 6.538 eV. The calculation puts the total energy at -187436.41677 eV.

=====

Record 2
The following is a quantum chemistry calculation of a molecular structure, C59H54Cl3GeN5O3SV, from the Open Molecules 2025 dataset.

Element x y z (Å)
V 0.078 0.435 0.080
C -5.541 4.196 -1.313
C -5.132 3.379 -2.501
C -5.815 3.446 -3.704
C -5.407 2.708 -4.804
C -4.293 1.891 -4.706
C -3.604 1.795 -3.512
C -4.022 2.531 -2.406
N -3.350 2.456 -1.181
C -2.523 1.415 -0.793
N -3.015 0.181 -1.047
C -2.343 -1.051 -0.977
C -1.036 -1.124 -0.476
C -0.472 -2.397 -0.392
C -1.160 -3.534 -0.781
C -2.438 -3.423 -1.300
C -3.050 -2.184 -1.410
C -4.439 -2.085 -1.987
N -1.434 1.631 -0.112
C -0.889 2.932 -0.176
C -0.471 3.398 -1.432
C 0.113 4.638 -1.578
C 0.258 5.468 -0.478
C -0.181 5.031 0.757
C -0.759 3.778 0.936
C -1.226 3.397 2.309
H -6.510 4.656 -1.478
H -4.815 4.991 -1.132
H -5.594 3.576 -0.419
H -6.681 4.088 -3.781
H -5.950 2.780 -5.735
H -3.951 1.335 -5.565
H -2.725 1.169 -3.443
H -3.138 3.343 -0.744
H -3.907 0.169 -1.523
H 0.536 -2.499 -0.006
H -0.705 -4.510 -0.692
H -2.966 -4.304 -1.637
H -4.803 -3.078 -2.247
H -4.445 -1.478 -2.895
H -5.142 -1.653 -1.272
H -0.583 2.747 -2.291
H 0.456 4.959 -2.551
H 0.714 6.442 -0.583
H -0.079 5.674 1.619
H -1.321 4.287 2.928
H -0.500 2.733 2.784
H -2.189 2.891 2.278
Cl -3.302 -6.728 5.421
C -3.267 -5.011 5.308
C -2.309 -4.378 4.530
C -2.317 -3.002 4.421
C -3.260 -2.218 5.092
C -3.284 -0.715 4.977
C -1.876 -0.088 5.137
N -1.023 -0.227 3.990
C 0.243 -0.745 3.979
C 0.711 -0.607 2.706
N -0.245 -0.014 1.932
C -1.275 0.201 2.730
O -3.908 -0.199 3.802
C -4.252 -1.085 2.754
C -5.331 -2.066 3.108
C -6.487 -1.741 3.760
Cl -6.935 -0.189 4.309
S -7.515 -3.110 4.025
C -6.378 -4.127 3.223
C -5.287 -3.447 2.796
C -4.189 -2.885 5.899
Cl -5.367 -2.006 6.810
C -4.213 -4.263 5.996
H -1.564 -4.956 4.008
H -1.575 -2.534 3.792
H -3.871 -0.325 5.821
H -1.389 -0.558 5.994
H -2.009 0.979 5.353
H 0.692 -1.167 4.857
H 1.663 -0.892 2.297
H -2.215 0.612 2.421
H -3.378 -1.629 2.372
H -4.609 -0.414 1.962
H -6.586 -5.174 3.133
H -4.467 -3.895 2.267
H -4.961 -4.747 6.603
O 1.071 0.992 -1.576
C 2.019 0.756 -0.797
O 1.991 -0.207 0.004
C 3.200 1.717 -0.736
C 4.447 1.046 -0.177
Ge 5.475 0.033 -1.571
C 4.775 -1.687 -2.267
C 5.525 -2.290 -3.271
C 5.142 -3.504 -3.810
C 4.004 -4.137 -3.339
C 3.256 -3.551 -2.333
C 3.639 -2.331 -1.800
C 5.694 1.334 -3.050
C 6.271 2.568 -2.769
C 6.408 3.533 -3.749
C 5.962 3.275 -5.035
C 5.375 2.056 -5.328
C 5.242 1.095 -4.340
C 7.279 -0.368 -0.830
C 7.411 -1.248 0.237
C 8.653 -1.549 0.764
C 9.791 -0.970 0.227
C 9.676 -0.101 -0.843
C 8.429 0.194 -1.366
H 2.870 2.526 -0.072
H 3.364 2.149 -1.727
H 4.160 0.402 0.655
H 5.125 1.801 0.224
H 6.421 -1.796 -3.627
H 5.734 -3.959 -4.592
H 3.702 -5.087 -3.758
H 2.368 -4.042 -1.961
H 3.041 -1.876 -1.024
H 6.618 2.772 -1.764
H 6.858 4.487 -3.511
H 6.073 4.023 -5.807
H 5.014 1.855 -6.327
H 4.777 0.145 -4.569
H 6.524 -1.707 0.655
H 8.737 -2.237 1.594
H 10.764 -1.200 0.638
H 10.559 0.349 -1.275
H 8.346 0.869 -2.206

Its spin multiplicity is 2. The calculation puts the orbital gap (alpha / beta) at 6.003 / 4.838 eV. The calculation puts the total energy at -206259.13500 eV.

=====

Record 3
The following is a quantum chemistry calculation of a molecular structure, C59H57ClIN13O5PSn, from the Open Molecules 2025 dataset.

Element x y z (Å)
Sn -2.250 -1.380 -0.688
C -0.919 8.689 9.222
O -2.145 8.183 8.694
C -2.084 7.251 7.733
C -0.899 6.763 7.183
C -0.949 5.796 6.195
C -2.164 5.299 5.738
C -3.344 5.802 6.295
C -3.309 6.763 7.276
C -2.174 4.279 4.698
N -1.111 3.768 4.101
C -1.602 2.864 3.208
C -2.975 2.805 3.245
N -3.328 3.721 4.206
C -3.744 1.958 2.399
C -5.149 1.877 2.369
C -5.766 1.027 1.489
C -4.977 0.259 0.625
N -3.654 0.317 0.628
C -3.028 1.137 1.505
C -1.579 1.159 1.483
N -0.952 0.319 0.628
C 0.369 0.348 0.552
C 1.160 1.218 1.308
C 0.539 2.061 2.197
C -0.862 2.036 2.307
H -1.199 9.397 9.993
H -0.343 9.200 8.450
H -0.325 7.886 9.661
H 0.057 7.137 7.519
H -0.034 5.414 5.762
H -4.315 5.447 5.963
H -4.218 7.160 7.710
H -4.257 3.943 4.519
H -5.744 2.487 3.039
H -6.844 0.946 1.451
H -5.435 -0.416 -0.090
H 0.823 -0.348 -0.142
H 2.235 1.207 1.189
H 1.097 2.750 2.821
N -4.268 -0.051 -3.002
N -4.675 -1.092 -3.838
C -4.576 -2.378 -3.449
N -5.049 -3.309 -4.260
N -4.018 -2.568 -2.242
N -3.926 -3.838 -1.747
O -3.477 -3.859 -0.596
O -4.253 -4.836 -2.357
H -5.072 0.511 -2.750
H -3.600 0.526 -3.497
H -5.097 -0.883 -4.729
H -5.479 -3.077 -5.141
H -4.953 -4.276 -3.991
I -1.409 -2.688 2.570
C -1.500 -4.686 3.220
C -2.625 -5.035 3.905
C -2.688 -6.297 4.529
C -1.614 -7.131 4.476
C -0.438 -6.772 3.768
C 0.695 -7.622 3.780
C 1.854 -7.268 3.154
C 1.904 -6.079 2.403
C 0.813 -5.245 2.324
P 0.879 -3.904 1.103
C 2.469 -3.083 1.373
C 2.599 -2.302 2.531
C 3.824 -1.751 2.865
C 4.928 -1.959 2.046
C 4.806 -2.723 0.894
C 3.583 -3.281 0.549
C 0.954 -4.672 -0.615
C 1.047 -6.144 -0.734
C 1.574 -6.705 -1.828
C 2.251 -5.937 -2.868
C 2.350 -4.607 -2.818
C 1.633 -3.828 -1.792
C -0.370 -5.534 3.072
H -3.459 -4.350 3.996
H -3.580 -6.574 5.076
H -1.634 -8.085 4.990
H 0.627 -8.560 4.320
H 2.728 -7.904 3.204
H 2.815 -5.839 1.867
H 1.754 -2.142 3.185
H 3.917 -1.163 3.769
H 5.890 -1.536 2.312
H 5.668 -2.898 0.262
H 3.530 -3.910 -0.327
H 0.680 -6.751 0.080
H 1.584 -7.786 -1.906
H 2.755 -6.481 -3.656
H 2.978 -4.061 -3.513
H 1.977 -2.822 -1.586
C 1.184 2.739 -7.227
C 1.824 3.504 -6.051
C 1.185 4.896 -5.960
C 3.321 3.685 -6.355
C 1.625 2.709 -4.717
O 2.104 1.382 -4.836
C 2.304 3.413 -3.523
C 2.398 2.576 -2.238
C 3.360 1.408 -2.267
C 2.904 0.111 -2.085
C 3.771 -0.970 -2.071
C 5.126 -0.760 -2.244
Cl 6.208 -2.114 -2.226
C 5.611 0.523 -2.434
C 4.727 1.596 -2.442
C 0.096 2.571 -4.437
N -0.303 1.304 -3.794
C -0.748 1.110 -2.556
N -1.030 -0.178 -2.383
C -0.762 -0.727 -3.611
N -0.342 0.144 -4.492
H 1.587 3.113 -8.169
H 0.102 2.884 -7.277
H 1.379 1.668 -7.178
H 1.294 5.404 -6.920
H 1.667 5.521 -5.205
H 0.114 4.852 -5.743
H 3.431 4.105 -7.355
H 3.884 2.745 -6.350
H 3.807 4.376 -5.667
H 2.933 1.386 -5.328
H 1.747 4.326 -3.297
H 3.309 3.720 -3.805
H 1.407 2.205 -1.964
H 2.708 3.246 -1.433
H 1.837 -0.060 -1.995
H 3.406 -1.982 -1.939
H 6.674 0.682 -2.565
H 5.123 2.598 -2.574
H -0.465 2.624 -5.364
H -0.235 3.373 -3.781
H -0.831 1.885 -1.808
H -0.877 -1.778 -3.830
O -0.684 -3.104 -1.645
N 0.210 -3.997 -1.680

Its energy relative to the best compared isomer or geometry (same formula, charge and spin) is 190.0 kJ/mol. Its spin multiplicity is 1. Its total charge is +3. The calculation puts the orbital gap (alpha / beta) at 3.566 / 4.840 eV. The calculation puts the total energy at -127432.73187 eV.

=====

| no. | molar mass (g/mol) |
| --- | --- |
| 1 | 1229.33 |
| 2 | 1143.09 |
| 3 | 1340.23 |